Record 1
21
Properties=species:S:1:pos:R:3:forces:R:3 method="wB97M-V/def2-TZVPD" homo_ev=-12.2 max_force_ha_per_bohr=0.0910 relative_energy_kcal_mol=88.6 lumo_ev=-5.61 charge=+1
C 0.376038 -2.812551 -1.510619 -3.0 0.3 -0.7
C 0.560419 3.093346 1.314077 -2.1 1.3 0.0
C 0.042017 -0.440002 -0.875621 0.1 1.0 -1.2
C 0.266351 0.603734 0.165161 0.4 -1.5 0.0
N -1.319680 -0.259596 1.877676 -1.5 -1.7 0.2
N 0.382808 -1.743362 -0.552070 2.1 -2.5 3.3
P -0.570331 2.090713 0.287883 0.6 0.2 0.5
H -0.332150 -2.417528 -2.303714 0.8 -1.0 0.4
H 1.273731 -3.185298 -1.961087 0.9 0.4 -0.2
H -0.120781 -3.674593 -1.028055 0.2 0.2 -0.4
H 0.623055 2.604877 2.267636 0.0 -0.3 0.5
H 0.045774 4.079423 1.464643 0.7 -0.8 0.0
H 1.519251 3.216126 0.906168 1.2 0.3 -0.6
H 0.630427 -0.207352 -1.831692 -0.8 0.8 0.9
H -1.041618 -0.424166 -1.105748 0.3 0.4 -0.4
H 0.967030 0.246218 0.978262 -0.8 0.9 -0.9
H -1.748288 -1.109498 1.370009 0.8 1.7 1.3
H -0.509301 -0.594441 2.386714 -0.2 -0.4 0.2
H -1.996851 0.072209 2.617192 0.8 -0.5 -1.2
H 0.967964 -2.002190 0.280012 -0.9 1.1 -1.2
H -0.723251 2.542479 -1.014096 0.3 0.2 -0.4

---

Record 2
21
Properties=species:S:1:pos:R:3:forces:R:3 method="wB97M-V/def2-TZVPD" homo_ev=-8.8 max_force_ha_per_bohr=0.0766 relative_energy_kcal_mol=77.2 lumo_ev=-0.67 charge=0
C -1.573317 0.256271 -1.166085 -2.6 -0.1 -0.5
N -2.309968 0.552870 -2.431025 0.2 0.6 0.8
C -1.935731 1.384552 -0.151961 -1.2 -1.2 0.2
N -1.515802 1.020708 1.201218 1.5 0.1 0.1
H -0.535913 0.193856 -1.381571 0.8 -0.1 0.0
H -1.972099 -0.754015 -0.813635 0.7 1.2 0.0
H -1.695401 1.149225 -2.950762 -0.1 0.2 -0.7
H -2.581932 -0.224765 -3.006947 0.3 -0.4 0.1
H -3.045780 1.386170 -0.134601 0.6 0.2 -0.2
H -1.633729 2.374890 -0.511554 0.3 -0.1 -0.1
H -0.473515 0.949987 1.241676 -1.4 0.3 0.2
H -1.798084 1.697106 1.906318 -0.1 -0.1 -0.3
H -0.305062 -0.726166 0.192485 3.5 1.8 0.6
C 2.376182 -2.329763 0.433031 -1.4 -0.9 -0.4
C 2.084300 -1.153328 1.379322 -0.5 -0.7 0.4
S 1.463836 0.258147 0.413979 -2.8 -2.3 -0.1
H 3.104398 -2.027432 -0.314975 0.1 0.1 0.0
H 1.430764 -2.628888 -0.145678 1.2 0.4 0.9
H 2.767775 -3.249493 0.918271 -0.3 0.6 0.0
H 3.040849 -0.847982 1.793498 0.0 0.2 0.4
H 1.348130 -1.384288 2.226612 1.2 0.2 -1.3

---

Record 3
21
Properties=species:S:1:pos:R:3:forces:R:3 method="wB97M-V/def2-TZVPD" homo_ev="-13.3 / -13.3" max_force_ha_per_bohr=0.0292 relative_energy_kcal_mol=4.5 spin_multiplicity=2 lumo_ev="-2.74 / -7.30" charge=+1
C -1.384668 -3.078283 -0.232871 0.0 0.5 0.4
C -0.213164 -2.753417 0.713489 -0.7 -0.2 0.3
S -0.505477 -1.269546 1.738395 0.1 -0.7 -0.1
H -1.498237 -2.310864 -0.996412 -0.1 -0.1 -0.1
H -2.291245 -3.156270 0.365973 -0.2 0.0 -0.2
H -1.210696 -4.046997 -0.700139 0.1 0.1 0.0
H 0.705077 -2.603661 0.142850 0.1 0.0 0.3
H -0.161230 -3.567702 1.432305 0.6 0.0 -0.1
C 0.669631 2.565894 0.072411 0.2 0.0 -0.2
N 2.068317 3.033762 -0.021760 -0.8 -0.3 0.8
C 0.599483 1.196783 -0.578186 0.4 -0.1 -0.5
N -0.765919 0.601831 -0.537322 -0.2 0.4 0.4
H 0.034654 3.261958 -0.485123 0.0 -0.1 0.0
H 0.261817 2.506219 1.091042 0.1 0.1 0.1
H 2.090211 3.976188 0.356045 0.2 0.1 -0.2
H 2.584456 2.487750 0.664972 0.3 0.1 -0.2
H 1.291298 0.495723 -0.098596 -0.1 0.1 0.1
H 0.946323 1.293625 -1.605968 -0.1 0.0 0.0
H -1.053201 0.279786 -1.458142 0.2 -0.5 0.1
H -0.743442 -0.277660 0.514977 -0.2 0.9 -1.2
H -1.423989 1.364884 -0.377938 -0.1 -0.1 0.4

---

Record 4
21
Properties=species:S:1:pos:R:3:forces:R:3 method="wB97M-V/def2-TZVPD" homo_ev="-16.9 / -16.9" max_force_ha_per_bohr=0.0784 relative_energy_kcal_mol=36.1 lumo_ev="-9.00 / -9.00" charge=+2
C 1.614776 1.919108 -0.526692 1.0 0.4 2.1
C 0.077107 0.110501 0.547973 1.0 0.5 0.6
C -0.628844 -1.177835 -1.907550 -2.0 1.2 1.1
C 1.270069 1.129456 0.787803 1.2 -0.2 -1.0
N -2.503581 -3.193184 -1.539719 1.0 1.9 -3.4
N 0.835148 2.146832 1.797401 -3.2 1.0 1.5
Se 0.682778 -1.256254 -0.778169 1.0 -0.3 1.1
H 2.541617 2.503819 -0.371487 -0.7 0.3 0.2
H 1.966228 1.285711 -1.282679 0.1 -1.3 -1.2
H 0.811352 2.533954 -0.916099 -0.2 0.1 0.1
H -0.097725 -0.362598 1.582166 -0.6 0.3 -1.9
H -0.769915 0.629933 -0.022436 0.9 -0.6 1.5
H -0.702888 -1.805000 -2.783883 0.0 0.2 -0.1
H -1.361183 -0.369415 -1.574956 0.5 -1.5 -1.4
H 2.264570 0.715584 1.277184 -2.2 0.2 -1.2
H -2.189621 -4.100282 -1.419527 0.7 -2.1 0.8
H -2.945834 -3.211800 -2.478815 0.1 0.3 0.9
H -3.152538 -2.915931 -0.879625 -1.6 0.3 1.6
H 0.710618 1.791065 2.817607 0.1 0.4 -2.1
H -0.163022 2.610646 1.500841 3.0 -1.1 0.9
H 1.542750 2.889482 1.875428 -0.3 0.1 -0.2

---

Record 5
21
Properties=species:S:1:pos:R:3:forces:R:3 method="wB97M-V/def2-TZVPD" homo_ev=-13.4 max_force_ha_per_bohr=0.0106 relative_energy_kcal_mol=30.4 lumo_ev=-3.03 charge=+1
C 0.756653 -2.283078 -0.818675 0.3 -0.3 0.1
N -0.009180 -1.082712 -1.218403 -0.1 0.2 0.0
C -1.440683 -1.359981 -1.524815 0.3 -0.2 0.0
H 1.806100 -2.025529 -0.704523 0.0 0.1 0.0
H 0.386275 -2.634010 0.140513 -0.1 0.0 0.0
H 0.655697 -3.052475 -1.579880 -0.1 0.0 0.0
H 0.446743 -0.631264 -2.012396 -0.1 -0.2 -0.1
H 0.078023 -0.371525 -0.458027 0.2 0.2 0.0
H -1.489801 -2.045300 -2.364524 0.0 0.1 -0.1
H -1.942991 -0.428387 -1.747561 -0.1 0.1 0.0
H -1.875393 -1.849872 -0.661416 -0.1 0.1 0.1
C 0.007179 2.152464 -0.567676 0.2 0.3 0.4
N 0.580207 1.214798 0.408851 -0.3 0.3 -0.1
C -0.103277 1.109606 1.639197 -0.1 -0.1 -0.2
N 0.429212 0.505546 2.600087 0.1 0.0 0.2
H 0.566841 2.088371 -1.490987 0.0 0.0 -0.3
H -1.035841 1.913996 -0.744990 -0.2 -0.1 -0.1
H 0.044142 3.188594 -0.230802 0.0 0.1 0.0
H 1.556653 1.421207 0.589189 0.1 -0.3 0.0
H -1.106549 1.538662 1.643528 -0.1 0.1 -0.1
H -0.184227 0.506783 3.408864 0.0 -0.1 0.1

---

Record 6
21
Properties=species:S:1:pos:R:3:forces:R:3 method="wB97M-V/def2-TZVPD" homo_ev=-12.6 max_force_ha_per_bohr=0.0584 relative_energy_kcal_mol=43.9 lumo_ev=-3.23 charge=+1
C -0.683135 1.089202 -2.385860 -0.5 -1.1 0.0
C -0.792975 -0.231139 -2.033197 0.4 0.8 0.2
N -1.914167 -0.898800 -1.603205 0.3 0.5 0.4
H -1.562158 1.744415 -2.423224 0.3 -0.3 0.1
H 0.207021 1.445495 -2.901541 -0.1 -0.2 0.2
H 0.081643 -0.875663 -1.997946 0.1 0.1 -0.5
H -2.659718 -0.253226 -1.399045 -0.5 -0.3 0.1
H -1.770223 -1.630549 -0.903528 -0.2 0.4 -0.6
N 1.081670 1.218654 0.057014 0.4 -0.5 0.4
C 1.250628 -0.126465 0.754897 1.4 2.1 1.7
C 0.139303 -0.279941 1.789060 0.5 -1.2 0.0
N 0.478076 -1.462663 2.651611 -1.2 0.5 -0.7
H 0.211917 1.231323 -0.500982 -0.2 0.2 -0.4
H 1.079736 1.952730 0.770696 -0.1 0.0 -0.3
H 1.856120 1.386837 -0.592786 -0.2 0.1 0.1
H 1.440569 -0.874312 0.024173 -0.4 -0.7 -0.5
H 2.198255 0.027313 1.329194 -0.6 -0.5 -0.4
H 0.176966 0.609255 2.442579 -0.3 -0.3 -0.3
H -0.833391 -0.380321 1.279789 0.1 0.3 0.3
H -0.141087 -1.367153 3.463019 0.5 -0.3 -0.1
H 0.154960 -2.325002 2.179285 0.4 0.6 0.4